Here is 2 unconnected molecules or ions with the total composition C5H15P2 in a non-equilibrium geometry from the Open Molecules 2025 dataset. Energies are from wB97M-V/def2-TZVPD.

Positions of all 22 atoms, in Å:
C1 3.45 -0.98 0.72
C2 -2.75 -0.17 -0.82
C3 -1.28 1.92 0.39
C4 -0.73 -0.89 1.11
C5 0.09 0.01 -1.46
P1 2.72 0.50 -0.10
P2 -1.12 0.25 -0.26
H1 3.75 -0.75 1.75
H2 4.32 -1.30 0.21
H3 2.77 -1.90 0.89
H4 -3.17 -1.03 -0.21
H5 -2.85 -0.38 -1.89
H6 -3.49 0.67 -0.67
H7 -1.74 1.86 1.42
H8 -1.99 2.41 -0.13
H9 -0.39 2.63 0.36
H10 -1.31 -0.87 1.94
H11 0.37 -0.50 1.30
H12 -0.74 -1.88 0.54
H13 0.37 0.84 -1.97
H14 0.10 -0.93 -1.93
H15 3.61 0.51 -1.20

Its multiplicity is 1. The orbital gap (spin up / spin down) comes out at 8.3 / 6.9 eV. As for the total charge: +1. The calculation puts the HOMO energy (spin up / spin down) at -12.9 / -12.2 eV. As for the energy above the lowest of the compared OMol25 structures with the same formula, charge and spin: 213.5 kJ/mol.

=====

Here is 2 unconnected molecules or ions with the total composition C21H30N8O2 in a non-equilibrium geometry from the Open Molecules 2025 dataset. Energies are from wB97M-V/def2-TZVPD.

Positions of all 61 atoms, in Å:
C1 1.56 -3.89 2.07
N1 0.86 -3.03 3.04
C2 -0.34 -3.53 3.73
C3 1.37 -1.77 3.35
N2 0.81 -1.10 4.34
C4 1.30 0.09 4.64
C5 2.36 0.62 3.94
C6 2.89 -0.13 2.92
C7 4.01 0.38 2.12
C8 4.77 1.59 2.38
N3 5.71 1.78 1.48
N4 5.59 0.74 0.62
N5 6.40 0.58 -0.47
C9 6.18 -0.48 -1.23
C10 5.12 -1.46 -0.95
C11 4.31 -1.30 0.15
C12 4.57 -0.13 0.98
N6 2.39 -1.32 2.63
H1 2.61 -4.02 2.36
H2 1.52 -3.45 1.07
H3 1.11 -4.88 2.02
H4 -0.71 -4.44 3.26
H5 -1.15 -2.78 3.69
H6 -0.11 -3.74 4.78
H7 0.86 0.66 5.45
H8 2.73 1.60 4.21
H9 4.61 2.25 3.22
H10 6.81 -0.62 -2.10
H11 4.99 -2.31 -1.62
H12 3.52 -2.00 0.40
C13 -5.68 4.17 -1.99
N7 -4.63 3.19 -2.24
C14 -4.35 2.15 -1.44
O1 -4.96 1.98 -0.39
C15 -3.24 1.16 -1.87
C16 -2.27 0.83 -0.71
C17 -1.36 -0.41 -0.90
C18 -0.26 -0.24 -1.95
C19 -0.67 -0.73 0.43
N8 -2.48 1.65 -3.03
C20 -2.77 1.48 -4.32
C21 -3.93 0.60 -4.73
O2 -2.10 2.03 -5.18
H13 -6.60 3.66 -1.70
H14 -5.88 4.76 -2.89
H15 -5.38 4.84 -1.18
H16 -4.07 3.30 -3.07
H17 -3.75 0.24 -2.13
H18 -1.65 1.70 -0.50
H19 -2.87 0.65 0.18
H20 -1.99 -1.26 -1.17
H21 0.41 -1.10 -1.91
H22 -0.69 -0.21 -2.95
H23 0.31 0.66 -1.76
H24 -0.09 -1.64 0.34
H25 0.00 0.09 0.71
H26 -1.41 -0.87 1.22
H27 -1.66 2.21 -2.85
H28 -4.85 0.98 -4.29
H29 -4.02 0.61 -5.81
H30 -3.75 -0.42 -4.39

Its multiplicity is 1. The orbital gap comes out at 8.1 eV. As for the total charge: 0. As for the structure (SMILES): CN(C)c1nccc(-c2cnn3ncccc23)n1.CNC(=O)[C@H](CC(C)C)NC(C)=O. The calculation puts the HOMO energy at -8.2 eV.

=====

Here is C3H6N2O in the gas phase in a non-equilibrium geometry from the Open Molecules 2025 dataset. Energies are from wB97M-V/def2-TZVPD.

Positions of all 12 atoms, in Å:
C1 2.34 -0.43 -0.05
C2 1.26 0.40 -0.05
N1 -0.01 -0.05 0.16
C3 -1.11 0.81 0.05
N2 -2.33 0.53 0.01
O1 -2.53 -0.83 -0.14
H1 2.04 -1.49 0.36
H2 3.41 -0.32 -0.39
H3 1.43 1.46 -0.32
H4 -0.21 -1.04 0.30
H5 -0.77 1.87 0.02
H6 -3.53 -0.90 0.03

Its multiplicity is 1. The orbital gap comes out at 9.1 eV. As for the total charge: 0. As for the structure (SMILES): C=CN/C=N\O. The calculation puts the HOMO energy at -8.1 eV. As for the energy above the lowest of the compared OMol25 structures with the same formula, charge and spin: 336.2 kJ/mol.

=====

Here is C3H5N3O in the gas phase in a non-equilibrium geometry from the Open Molecules 2025 dataset. Energies are from wB97M-V/def2-TZVPD.

Positions of all 12 atoms, in Å:
H1 1.03 1.96 0.19
N1 0.29 1.32 0.46
C1 0.82 0.25 -0.03
N2 2.09 -0.01 -0.45
O1 -0.03 -0.82 -0.20
C2 -1.26 -0.82 0.42
C3 -2.16 0.11 -0.17
N3 -3.00 0.72 -0.64
H2 2.99 0.53 -0.41
H3 2.08 -0.93 -0.98
H4 -1.15 -0.49 1.39
H5 -1.68 -1.82 0.43

Its multiplicity is 1. The orbital gap comes out at 10.3 eV. As for the total charge: 0. As for the structure (SMILES): [H]/N=C(\N)OCC#N. The calculation puts the HOMO energy at -9.7 eV. As for the energy above the lowest of the compared OMol25 structures with the same formula, charge and spin: 200.6 kJ/mol.

=====

Here is a molecular structure, C6H19N3 from the Open Molecules 2025 dataset. Energies are from wB97M-V/def2-TZVPD.

Positions of all 28 atoms, in Å:
C1 -1.16 -0.63 0.78
C2 -1.00 0.33 -1.67
C3 -1.05 1.95 0.14
C4 -2.67 -0.78 0.62
N1 -0.65 0.61 -0.28
N2 -0.38 -1.74 0.62
H1 -0.94 -0.09 1.71
H2 -0.81 -2.42 0.00
H3 1.02 -1.15 0.38
H4 -0.78 -0.72 -1.86
H5 -2.06 0.51 -1.87
H6 -0.41 0.94 -2.35
H7 -0.82 2.08 1.20
H8 -2.12 2.13 -0.01
H9 -0.50 2.72 -0.42
H10 -3.04 -1.42 1.42
H11 -3.20 0.17 0.66
H12 -2.90 -1.27 -0.33
C5 2.56 -0.55 -1.01
C6 2.42 0.19 1.32
N3 1.71 -0.28 0.14
H13 0.64 0.37 -0.13
H14 2.91 1.15 1.13
H15 3.34 -1.28 -0.78
H16 1.95 -0.96 -1.82
H17 3.05 0.36 -1.37
H18 3.19 -0.52 1.64
H19 1.71 0.31 2.14

Its multiplicity is 1. The orbital gap comes out at 8.1 eV. As for the total charge: 0. The calculation puts the HOMO energy at -7.3 eV. As for the energy above the lowest of the compared OMol25 structures with the same formula, charge and spin: 242.1 kJ/mol.

=====

Here is C3H4N2O in the gas phase in a non-equilibrium geometry from the Open Molecules 2025 dataset. Energies are from wB97M-V/def2-TZVPD.

Positions of all 10 atoms, in Å:
O1 -1.78 -1.27 0.93
C1 -0.84 -0.64 0.49
N1 -0.34 0.55 0.91
C2 0.63 1.07 0.03
C3 0.86 0.09 -0.89
N2 0.00 -0.95 -0.59
H1 -0.56 1.01 1.77
H2 0.13 2.02 -0.10
H3 1.55 0.01 -1.72
H4 -0.11 -1.81 -1.10

Its multiplicity is 1. The orbital gap comes out at 9.1 eV. As for the total charge: 0. As for the structure (SMILES): O=c1[nH]cc[nH]1. The calculation puts the HOMO energy at -8.3 eV. As for the energy above the lowest of the compared OMol25 structures with the same formula, charge and spin: 121.8 kJ/mol.